A cluster of 8 separate species, C13H38O10 in total at a distorted geometry, computed with ωB97M-V with the def2-TZVPD basis set.

```
61
Properties=species:S:1:pos:R:3
C -0.766 -1.120 -0.904
O -1.537 -0.658 -1.717
O 0.182 -1.778 -1.319
O -1.030 -1.005 0.300
C 1.678 1.012 -7.324
C 1.470 0.818 -5.809
O 0.801 -0.396 -5.532
H 2.103 2.005 -7.469
H 0.747 0.907 -7.881
H 2.345 0.333 -7.855
H 0.913 1.663 -5.404
H 2.423 0.754 -5.285
H 0.728 -0.481 -4.579
C -4.257 5.235 -4.017
C -3.345 4.578 -3.026
O -2.707 3.491 -3.620
H -3.798 5.052 -4.988
H -4.186 6.322 -3.985
H -5.295 4.913 -4.101
H -3.991 4.148 -2.260
H -2.616 5.262 -2.594
H -2.565 2.824 -2.944
C -3.983 -3.060 6.051
C -2.971 -2.808 4.971
O -3.603 -2.433 3.802
H -4.672 -3.864 5.792
H -4.571 -2.176 6.293
H -3.470 -3.368 6.962
H -2.462 -3.740 4.726
H -2.254 -2.062 5.313
H -3.010 -1.998 3.185
C -1.810 4.875 2.900
C -1.188 3.667 2.308
O -1.879 2.495 2.809
H -1.395 5.769 2.435
H -1.618 4.957 3.970
H -2.885 4.832 2.726
H -0.126 3.701 2.552
H -1.207 3.741 1.221
H -1.624 1.786 2.214
C 6.915 -1.999 -0.796
C 5.460 -2.384 -0.608
O 4.703 -1.781 -1.601
H 7.298 -2.204 -1.796
H 7.612 -2.533 -0.151
H 7.003 -0.944 -0.535
H 5.236 -2.059 0.408
H 5.304 -3.445 -0.804
H 3.774 -1.953 -1.436
C 2.480 -0.293 3.723
O 1.653 -1.395 3.557
H 3.058 -0.161 2.809
H 1.877 0.586 3.953
H 3.214 -0.498 4.503
H 0.982 -1.235 2.890
C -0.005 -5.487 1.603
O 0.952 -5.237 0.651
H 0.143 -5.008 2.571
H -0.944 -5.212 1.124
H 0.013 -6.570 1.725
H 0.701 -4.382 0.292
```

Its max |F| is 6.973 eV/A. As for the HOMO energy: 1.80 eV. The molar mass comes out at 354.44 Da. For the HOMO-LUMO gap, the calculation gives 2.7 eV. As for the charge: -2. The calculation puts the energy above the lowest of the compared OMol25 structures with the same formula, charge and spin at 400.7 kJ/mol.

Löwdin analysis output, partial charges in e: -1.29, -0.17, -0.18, -0.20, -0.10, -0.32, -0.08, 0.06, 0.06, 0.06, 0.11, 0.10, 0.09, -0.10, -0.36, -0.07, 0.07, 0.06, 0.07, 0.11, 0.11, 0.10, -0.11, -0.37, -0.06, 0.07, 0.07, 0.06, 0.11, 0.11, 0.10, -0.12, -0.33, -0.07, 0.07, 0.07, 0.07, 0.10, 0.11, 0.08, -0.11, -0.36, -0.07, 0.07, 0.06, 0.07, 0.11, 0.11, 0.10, -0.20, -0.12, 0.07, 0.07, 0.07, 0.08, -0.21, -0.12, 0.07, 0.09, 0.06, 0.07